# C45H122N6O13

A cluster of 13 separate species, C45H122N6O13 in total (ωB97M-V/def2-TZVPD, the Open Molecules 2025 dataset).

Properties
Relative energy (zero: lowest compared OMol25 entry of this formula, charge and spin) = 49.8 kcal per mole
LUMO = 0.485 eV
Kohn-Sham gap = 9.570 eV
Calculated total energy = -84196.9918 eV

CARTESIAN COORDINATES (ANGSTROEM)
C -3.798 -0.976 3.027
C -3.116 0.147 3.803
C -2.851 1.459 3.017
O -1.937 2.221 3.792
C -1.753 3.579 3.218
N -4.035 0.445 4.893
H -4.853 -0.803 2.812
H -3.853 -1.970 3.472
H -3.279 -1.134 2.082
H -2.159 -0.301 4.072
H -3.724 2.087 2.840
H -2.415 1.214 2.048
H -2.652 4.176 3.371
H -1.410 3.564 2.184
H -0.949 4.081 3.756
H -3.585 0.993 5.613
H -4.349 -0.429 5.291
C -1.740 -3.902 3.397
C -0.271 -4.268 3.008
C 0.417 -5.084 4.181
O 1.711 -5.467 3.808
C 2.508 -5.902 4.910
N -0.369 -5.103 1.838
H -2.305 -3.392 2.617
H -1.856 -3.327 4.316
H -2.265 -4.856 3.444
H 0.226 -3.317 2.818
H -0.192 -5.966 4.378
H 0.410 -4.536 5.123
H 3.417 -6.280 4.444
H 2.004 -6.715 5.433
H 2.742 -5.140 5.655
H -1.075 -5.810 1.990
H 0.513 -5.576 1.706
C -3.355 -2.657 -0.224
C -4.042 -3.786 -1.023
C -4.116 -5.136 -0.385
O -4.731 -6.074 -1.228
C -5.214 -7.181 -0.516
N -5.353 -3.273 -1.492
H -3.324 -1.741 -0.814
H -2.341 -2.800 0.152
H -4.001 -2.555 0.648
H -3.445 -3.892 -1.929
H -4.699 -4.984 0.523
H -3.145 -5.380 0.046
H -4.502 -7.776 0.057
H -5.604 -7.880 -1.256
H -6.063 -6.892 0.103
H -5.964 -3.023 -0.727
H -5.829 -4.124 -1.756
C -5.289 1.597 -4.270
C -5.035 0.602 -3.117
C -6.022 0.802 -1.948
O -5.793 1.976 -1.183
C -4.976 1.837 -0.048
N -5.246 -0.742 -3.631
H -6.231 1.462 -4.802
H -4.493 1.626 -5.015
H -5.309 2.623 -3.903
H -4.069 0.766 -2.640
H -6.034 -0.034 -1.248
H -7.015 0.934 -2.376
H -4.632 2.765 0.409
H -4.074 1.274 -0.285
H -5.508 1.294 0.734
H -5.265 -1.413 -2.876
H -4.527 -1.206 -4.167
C 2.641 7.832 1.986
C 1.156 7.370 2.189
C 0.524 7.078 0.787
O 1.118 5.894 0.189
C 0.770 5.811 -1.148
N 1.070 6.177 3.085
H 3.251 7.131 1.417
H 3.074 7.912 2.983
H 2.714 8.834 1.564
H 0.513 8.137 2.622
H 0.738 7.932 0.143
H -0.563 7.007 0.748
H 1.049 6.693 -1.724
H -0.308 5.675 -1.233
H 1.304 4.991 -1.629
H 1.682 5.591 2.536
H 1.593 6.297 3.941
C -0.771 2.055 -0.869
C 0.695 1.651 -0.610
C 0.999 0.260 -0.033
O 0.224 -0.804 -0.671
C 0.621 -2.089 -0.203
N 1.455 1.809 -1.793
H -1.352 1.891 0.039
H -1.193 1.380 -1.613
H -0.928 3.086 -1.184
H 1.120 2.300 0.155
H 0.724 0.217 1.021
H 2.073 0.072 -0.047
H 1.666 -2.372 -0.329
H -0.012 -2.784 -0.754
H 0.366 -2.219 0.848
H 1.099 1.130 -2.451
H 1.245 2.723 -2.168
C -1.689 -1.587 -3.696
C -0.219 -1.466 -4.136
C 0.002 -0.972 -5.583
O 0.328 -0.505 -3.314
H -2.168 -0.631 -3.906
H -1.706 -1.764 -2.621
H -2.340 -2.277 -4.233
H 0.299 -2.405 -3.940
H 0.989 -0.562 -5.795
H -0.717 -0.215 -5.896
H -0.183 -1.751 -6.323
H 0.067 -0.677 -2.406
C 0.547 -5.801 -2.645
C 2.091 -5.906 -2.756
C 2.731 -4.706 -1.995
O 2.593 -7.072 -2.162
H 0.161 -5.651 -1.637
H 0.179 -6.759 -3.012
H 0.205 -5.053 -3.361
H 2.378 -5.952 -3.807
H 2.367 -3.826 -2.526
H 3.820 -4.730 -2.015
H 2.457 -4.788 -0.943
H 2.175 -7.790 -2.644
C -2.198 3.719 -5.883
C -1.375 3.618 -4.600
C 0.022 2.975 -4.976
O -1.173 4.894 -4.055
H -3.236 4.017 -5.742
H -2.057 2.806 -6.462
H -1.765 4.565 -6.418
H -1.915 3.038 -3.852
H 0.504 2.519 -4.111
H 0.704 3.732 -5.364
H 0.028 2.205 -5.747
H -2.000 5.381 -4.086
C 4.517 -0.211 -2.513
C 4.630 1.251 -3.007
C 3.851 1.498 -4.250
O 4.194 2.024 -1.938
H 3.463 -0.475 -2.423
H 4.928 -0.334 -1.511
H 5.015 -0.896 -3.200
H 5.672 1.551 -3.123
H 2.799 1.218 -4.297
H 4.214 0.908 -5.093
H 3.827 2.561 -4.488
H 3.237 2.000 -1.866
C 2.387 1.650 5.574
C 1.245 1.824 4.511
C 1.033 0.571 3.603
O 0.084 1.817 5.328
H 2.124 0.750 6.129
H 2.470 2.514 6.234
H 3.299 1.338 5.065
H 1.385 2.695 3.871
H 1.042 -0.385 4.127
H 1.806 0.569 2.834
H 0.090 0.630 3.061
H -0.658 1.898 4.725
C 6.152 3.567 1.221
C 4.934 2.730 1.548
C 3.637 3.454 1.267
O 5.155 1.557 0.767
H 7.097 3.025 1.216
H 6.311 4.446 1.845
H 6.048 3.920 0.195
H 4.928 2.463 2.605
H 3.404 3.604 0.212
H 3.800 4.405 1.774
H 2.762 3.020 1.750
H 4.917 1.731 -0.147
C 4.516 -3.066 2.091
C 4.523 -1.576 2.284
C 4.715 -0.960 3.714
O 5.489 -1.058 1.459
H 5.479 -3.498 2.361
H 4.401 -3.278 1.028
H 3.776 -3.547 2.731
H 3.531 -1.335 1.901
H 4.699 0.123 3.601
H 5.671 -1.237 4.159
H 3.905 -1.348 4.331
H 5.323 -0.114 1.419

Atomic partial charges in e from the Mulliken method, atoms 1 to 99: -1.60 1.05 0.09 -0.58 -0.84 -0.76 0.51 0.71 -0.21 -0.20 0.57 -0.64 0.39 0.15 0.35 0.28 0.29 -1.22 0.94 -1.06 -0.22 -0.89 -0.39 -0.10 0.45 0.36 -0.10 0.39 0.46 0.25 0.38 0.32 0.30 0.28 -0.67 0.47 -1.02 -0.36 -0.82 -0.55 0.15 -0.10 0.57 0.09 0.39 0.42 0.30 0.29 0.35 0.27 0.25 -1.69 2.57 -1.10 -0.43 -0.54 -0.78 0.38 0.33 0.35 -0.96 0.36 0.32 0.31 0.13 0.38 0.16 0.31 -1.23 0.18 -0.93 0.06 -0.92 -0.52 0.24 0.40 0.39 0.36 0.43 0.43 0.43 0.46 -0.10 0.06 0.26 0.11 -0.20 -0.30 0.74 -0.82 1.47 -0.67 -0.14 0.38 -0.28 -0.75 0.31 0.16 0.14

# ClH3S

A cluster of 2 separate species, ClH3S in total (ωB97M-V/def2-TZVPD, the Open Molecules 2025 dataset).

Properties
Relative energy (zero: lowest compared OMol25 entry of this formula, charge and spin) = 3.4 kcal per mole
LUMO = 0.728 eV
Kohn-Sham gap = 10.341 eV
SMILES = Cl.S
Calculated total energy = -23406.2295 eV

CARTESIAN COORDINATES (ANGSTROEM)
H -0.595 -1.414 -0.614
H -1.008 0.408 -0.055
H 1.894 0.596 0.763
S -1.569 -0.803 0.081
Cl 1.277 1.214 -0.175

Need the Mulliken charges? In units of e they are: 0.14 0.12 0.26 -0.26 -0.27

# C8H9O8PTm

A structure of composition C8H9O8PTm (ωB97M-V/def2-TZVPD, the Open Molecules 2025 dataset).

Properties
Spin multiplicity = 3
Relative energy (zero: lowest compared OMol25 entry of this formula, charge and spin) = 41.4 kcal per mole
Net charge = +3
LUMO (spin up / spin down) = -13.447 / -13.398 eV
Kohn-Sham gap (spin up / spin down) = 7.887 / 7.940 eV
Calculated total energy = -63607.5721 eV

CARTESIAN COORDINATES (ANGSTROEM)
O -0.016 0.483 -4.687
C 0.397 0.752 -3.630
Tm 0.717 0.978 -1.243
O 2.991 3.801 -1.579
C 2.296 2.905 -1.463
C 1.672 1.592 1.161
O 2.039 1.834 2.219
C 2.974 -0.145 -1.064
O 3.946 -0.758 -0.920
C -0.672 2.743 -0.489
O -1.508 3.439 -0.114
C 1.646 -2.469 1.368
O 0.264 -2.014 1.607
P 0.058 -0.677 0.625
O -1.090 0.115 1.366
C -2.180 -0.407 2.136
O -1.116 -0.331 -1.231
C -2.509 -0.592 -1.218
H 2.345 -1.613 1.389
H 1.728 -2.875 0.352
H 1.990 -3.205 2.092
H -2.752 -1.180 1.599
H -1.661 -0.792 3.008
H -2.815 0.440 2.423
H -2.732 -1.619 -0.883
H -3.116 0.080 -0.586
H -2.893 -0.485 -2.237

Need the Mulliken charges? In units of e they are: 0.01 0.25 0.64 0.00 0.33 0.35 -0.04 0.38 -0.04 0.50 -0.03 -0.72 -0.34 0.80 -0.06 -0.70 -0.55 -0.77 0.30 0.38 0.32 0.37 0.34 0.28 0.35 0.34 0.32

# CH2N3O2P

A cluster of 2 separate species, CH2N3O2P in total (ωB97M-V/def2-TZVPD, the Open Molecules 2025 dataset).

Properties
Relative energy (zero: lowest compared OMol25 entry of this formula, charge and spin) = 48.4 kcal per mole
LUMO (spin up / spin down) = -2.744 / -1.103 eV
Kohn-Sham gap (spin up / spin down) = 5.282 / 9.502 eV
Calculated total energy = -18918.0630 eV

CARTESIAN COORDINATES (ANGSTROEM)
C 0.625 -1.027 -0.617
N 0.911 -1.237 -1.711
N -0.916 -0.977 1.461
N 0.260 2.248 -1.205
O 0.204 1.412 -0.287
O 0.994 2.127 -2.132
P 0.740 -0.951 1.184
H -1.466 -0.254 0.926
H -1.352 -1.341 2.380

Need the Mulliken charges? In units of e they are: 0.30 -0.38 -0.44 0.55 -0.35 -0.30 0.10 0.27 0.26

# C32H57Cl24FOP

A cluster of 13 separate species, C32H57Cl24FOP in total (ωB97M-V/def2-TZVPD, the Open Molecules 2025 dataset).

Properties
Net charge = +1
LUMO = -3.750 eV
Kohn-Sham gap = 7.885 eV
Calculated total energy = -348691.4940 eV

CARTESIAN COORDINATES (ANGSTROEM)
O -0.851 -0.098 -4.576
C -0.355 -0.661 -3.568
F 0.027 -2.046 -3.685
C -0.135 0.192 -2.206
P 1.529 1.076 -2.129
C 3.014 -0.042 -1.911
C 4.111 0.446 -0.873
C 5.431 -0.314 -0.576
C 5.708 -1.642 -1.356
C 4.634 -2.163 -2.381
C 3.294 -1.375 -2.667
H -0.951 1.017 -2.244
H -0.390 -0.429 -1.264
H 1.525 2.016 -1.029
H 1.657 1.856 -3.340
H 3.939 1.428 -0.285
H 6.217 0.096 0.166
H 6.699 -2.217 -1.144
H 4.820 -3.131 -2.981
H 2.532 -1.774 -3.425
Cl -2.990 1.979 0.610
C -4.323 1.350 -0.393
C -4.277 -0.159 -0.523
Cl -2.889 -0.707 -1.498
H -4.272 1.839 -1.368
H -5.253 1.653 0.092
H -5.178 -0.516 -1.026
H -4.218 -0.645 0.453
Cl -6.599 0.795 3.606
C -5.904 2.426 3.781
C -6.839 3.505 3.274
Cl -7.027 3.453 1.502
H -4.947 2.444 3.255
H -5.709 2.575 4.845
H -6.439 4.489 3.521
H -7.831 3.420 3.721
Cl 0.002 -5.975 0.301
C -1.277 -5.195 -0.663
C -0.761 -3.994 -1.431
Cl -0.335 -2.639 -0.355
H -2.090 -4.920 0.012
H -1.652 -5.947 -1.360
H -1.534 -3.628 -2.110
H 0.121 -4.246 -2.024
Cl -9.851 3.966 5.472
C -9.678 5.685 5.909
C -8.508 6.342 5.203
Cl -6.940 5.733 5.788
H -9.579 5.749 6.994
H -10.609 6.179 5.623
H -8.519 7.417 5.390
H -8.551 6.184 4.123
Cl 9.185 -5.948 -1.871
C 7.905 -5.166 -2.832
C 8.422 -3.968 -3.604
Cl 8.854 -2.612 -2.531
H 7.095 -4.887 -2.154
H 7.524 -5.919 -3.525
H 7.647 -3.601 -4.281
H 9.300 -4.223 -4.200
Cl 11.457 -7.397 -0.571
C 12.534 -6.011 -0.272
C 13.713 -6.381 0.606
Cl 13.219 -6.734 2.280
H 11.940 -5.209 0.170
H 12.890 -5.671 -1.247
H 14.416 -5.546 0.654
H 14.244 -7.252 0.219
Cl -9.959 9.707 5.402
C -8.876 11.089 5.710
C -7.695 10.709 6.582
Cl -8.185 10.343 8.255
H -9.468 11.888 6.161
H -8.522 11.436 4.737
H -6.991 11.542 6.634
H -7.164 9.840 6.188
Cl 5.696 -6.688 -4.532
C 5.656 -8.090 -5.633
C 5.392 -9.387 -4.895
Cl 6.763 -9.863 -3.862
H 6.603 -8.122 -6.176
H 4.857 -7.903 -6.354
H 5.239 -10.197 -5.611
H 4.501 -9.317 -4.266
Cl 2.395 -10.991 -1.678
C 1.912 -9.302 -1.965
C 1.179 -9.133 -3.282
Cl 2.252 -9.374 -4.683
H 2.809 -8.681 -1.922
H 1.259 -9.014 -1.138
H 0.783 -8.118 -3.358
H 0.345 -9.832 -3.370
Cl 7.709 -7.962 -8.970
C 8.789 -6.578 -8.671
C 9.969 -6.951 -7.796
Cl 9.477 -7.307 -6.121
H 8.197 -5.776 -8.226
H 9.144 -6.237 -9.646
H 10.674 -6.118 -7.748
H 10.498 -7.823 -8.185
Cl -5.253 8.422 6.110
C -4.303 7.971 7.547
C -4.780 8.686 8.795
Cl -4.428 10.431 8.745
H -3.253 8.184 7.339
H -4.413 6.891 7.672
H -4.267 8.285 9.671
H -5.855 8.562 8.943
Cl -9.686 13.928 3.259
C -11.022 13.309 2.256
C -10.983 11.799 2.117
Cl -9.602 11.249 1.135
H -10.972 13.803 1.284
H -11.950 13.613 2.745
H -11.887 11.450 1.614
H -10.924 11.307 3.090

Atomic partial charges in e from the Mulliken method, atoms 1 to 99: -0.46 0.55 -0.21 -0.25 0.15 0.59 -0.41 -0.69 -0.11 -0.31 -0.21 0.38 0.12 0.21 0.22 0.14 0.32 0.27 0.34 0.21 -0.21 -0.21 -0.59 -0.09 0.35 0.10 0.34 0.32 -0.21 -0.37 0.11 -0.23 0.27 0.30 0.14 -0.03 -0.19 -0.54 -0.30 -0.17 0.37 0.32 0.29 0.30 -0.21 -0.42 0.30 -0.21 0.33 0.31 -0.47 0.38 -0.11 0.24 -0.36 -0.20 0.25 -0.38 0.26 0.36 -0.20 -0.40 -0.50 -0.18 0.34 0.32 0.33 0.31 -0.22 -0.35 -0.11 -0.20 0.39 0.24 0.44 -0.22 -0.16 -0.12 0.06 -0.18 -0.03 0.36 0.35 -0.32 -0.17 -0.49 -0.32 -0.17 0.30 0.30 0.20 0.36 -0.18 -0.49 -0.47 -0.14 0.29 0.36 0.29

# C5H11N2

The ion C5H11N2 with charge +1 (ωB97M-V/def2-TZVPD, the Open Molecules 2025 dataset).

Properties
Relative energy (zero: lowest compared OMol25 entry of this formula, charge and spin) = 61.1 kcal per mole
Net charge = +1
LUMO = -5.440 eV
Kohn-Sham gap = 8.084 eV
SMILES = C=[NH+]C(=C)CCN
Calculated total energy = -8334.4707 eV

CARTESIAN COORDINATES (ANGSTROEM)
C -1.419 -1.247 0.162
C -0.035 -1.212 0.787
C 0.854 -0.133 0.180
C 2.081 0.035 0.659
C 0.948 1.645 -1.292
N 0.203 0.818 -0.578
N -2.007 0.088 0.107
H -1.987 -2.064 0.610
H -1.362 -1.566 -0.881
H -0.179 -0.911 1.837
H 0.475 -2.152 0.855
H 2.520 -0.789 1.198
H 2.651 0.944 0.620
H 0.712 2.685 -1.189
H 1.531 1.199 -2.092
H -2.207 0.550 0.988
H -2.829 0.048 -0.481
H -0.909 0.765 -0.379

Need the Mulliken charges? In units of e they are: -0.78 -0.71 0.63 -0.94 -0.40 -0.06 -0.53 0.40 0.33 0.29 0.49 0.26 0.37 0.31 0.34 0.27 0.26 0.48

Let's list strongest force on any atom in order: 3.0 0.5 7.6 3.9 6.4 3.2 eV/Å.